i | A molecular structure, C48H45BrN6O3Se2SiTi, computed with ωB97M-V/def2-TZVPD.

Structure (ORCA input):
```
! wB97M-V def2-TZVPD RIJCOSX def2/J DEFGRID3
* xyz 2 1
Ti 0.5682 0.5489 0.7434
C 3.3107 -2.9904 1.3726
Se 2.4063 -1.6866 0.2067
C 2.2410 -2.7413 -1.4479
C 1.3428 -3.9552 -1.3659
Se -0.5192 -3.5055 -0.8662
C -1.2862 -3.4426 -2.6600
H 4.2550 -3.2674 0.9048
H 2.6916 -3.8720 1.5327
H 3.5041 -2.4934 2.3242
H 3.2583 -3.0268 -1.7273
H 1.8586 -2.0165 -2.1726
H 1.7116 -4.6752 -0.6349
H 1.2884 -4.4469 -2.3386
H -1.2500 -4.4358 -3.0988
H -0.7408 -2.7310 -3.2746
H -2.3185 -3.1234 -2.5531
C -12.2879 -2.5029 -1.8774
O -11.2746 -1.9974 -2.7235
C -10.0599 -1.7594 -2.2333
C -9.6901 -1.9206 -0.8917
C -8.3898 -1.7084 -0.4978
C -7.4163 -1.3188 -1.4244
C -7.7986 -1.1069 -2.7611
C -9.0915 -1.3208 -3.1551
C -6.0474 -1.1227 -1.0606
N -5.1225 -0.6360 -1.8737
C -3.9753 -0.6217 -1.1796
C -4.1843 -1.1340 0.1206
N -5.5103 -1.4382 0.1653
C -3.1384 -1.3043 1.0451
C -3.2383 -1.9175 2.3078
C -2.1087 -2.0573 3.0786
C -0.8976 -1.5228 2.6242
N -0.7755 -0.8922 1.4656
C -1.8540 -0.8280 0.6457
C -1.6329 -0.3073 -0.6712
N -0.3623 0.0557 -0.9864
C -0.1006 0.4754 -2.2178
C -1.0876 0.6001 -3.1996
C -2.3943 0.2765 -2.8923
C -2.6865 -0.2092 -1.6123
H -13.1543 -2.6562 -2.5173
H -12.5389 -1.7903 -1.0877
H -11.9954 -3.4561 -1.4293
H -10.4218 -2.2112 -0.1558
H -8.1390 -1.8342 0.5465
H -7.0447 -0.7822 -3.4600
H -9.3973 -1.1696 -4.1767
H -6.0199 -1.8229 0.9439
H -4.1874 -2.2900 2.6620
H -2.1453 -2.5508 4.0371
H -0.0009 -1.6128 3.2318
H 0.9380 0.7284 -2.4264
H -0.8223 0.9546 -4.1831
H -3.2003 0.3806 -3.6031
N 5.2164 -0.3018 3.6783
C 4.3716 -0.0087 4.6889
O 4.6221 -0.1976 5.8525
C 3.0073 0.5113 4.2922
C 2.2305 1.1090 5.2857
C 0.9281 1.4762 4.9892
C 0.4376 1.2168 3.7188
N 1.1886 0.6762 2.7478
C 2.4496 0.3365 3.0352
H 6.1472 -0.5895 3.9376
H 5.0795 0.0017 2.7285
H 2.6621 1.2621 6.2654
H 0.2953 1.9426 5.7290
H -0.5895 1.4671 3.4690
H 3.0251 -0.0884 2.2129
O 1.9957 1.2056 0.1517
Si 3.4154 1.9698 -0.2330
C 4.7393 0.6604 -0.6417
C 4.6750 -0.0049 -1.8660
C 5.6485 -0.9126 -2.2426
C 6.7089 -1.1896 -1.3949
C 6.7955 -0.5322 -0.1808
C 5.8276 0.3893 0.1845
C 3.8453 2.9999 1.3008
C 5.1389 3.4673 1.5240
C 5.4189 4.2918 2.5993
C 4.4110 4.6543 3.4771
C 3.1160 4.2087 3.2642
C 2.8374 3.4017 2.1754
C 3.0444 3.0282 -1.7590
C 1.7532 3.4587 -2.0650
C 1.5278 4.3152 -3.1292
C 2.5872 4.7595 -3.9033
C 3.8719 4.3245 -3.6218
C 4.0982 3.4688 -2.5587
H 3.8602 0.2192 -2.5416
H 5.5980 -1.3957 -3.2062
H 7.4682 -1.9014 -1.6833
H 7.6330 -0.7227 0.4710
H 5.9508 0.9394 1.1078
H 5.9307 3.1999 0.8405
H 6.4230 4.6609 2.7432
H 4.6278 5.3016 4.3125
H 2.3228 4.5082 3.9340
H 1.8122 3.1036 1.9721
H 0.9193 3.1272 -1.4504
H 0.5267 4.6522 -3.3490
H 2.4141 5.4449 -4.7194
H 4.7001 4.6600 -4.2260
H 5.1033 3.1368 -2.3413
Br -0.8854 2.4806 0.9019
*
```

For the HOMO energy, the calculation gives -11.806 eV. Its gap between HOMO and LUMO is 0.1850 Ha. The value obtained for the LUMO energy is -6.8 eV. As for the molecular weight: 1067.7 g/mol.

ii | A molecular structure, C48H45BrN6O3Se2SiTi, computed with ωB97M-V/def2-TZVPD.

Structure (ORCA input):
```
! wB97M-V def2-TZVPD RIJCOSX def2/J DEFGRID3
* xyz 2 1
Ti 1.0942 -0.5419 1.1375
C 4.8056 -0.6941 2.0327
Se 3.6411 -1.7420 0.8923
C 4.4804 -1.3229 -0.8281
C 3.7625 -0.2045 -1.5453
Se 1.8687 -0.6574 -1.5771
C 1.1854 0.9334 -2.4459
H 5.8207 -1.0413 1.8579
H 4.5129 -0.9020 3.0569
H 4.7073 0.3614 1.8040
H 4.4679 -2.2489 -1.4011
H 5.5170 -1.0591 -0.6235
H 4.0927 -0.1127 -2.5801
H 3.8808 0.7489 -1.0371
H 1.8666 1.1873 -3.2546
H 1.1131 1.7520 -1.7361
H 0.2093 0.6904 -2.8579
C -8.0480 -7.1299 -6.9976
O -7.8852 -5.7329 -6.7756
C -6.9281 -5.3279 -5.9293
C -6.0684 -6.1841 -5.2409
C -5.1147 -5.6500 -4.3908
C -4.9966 -4.2763 -4.2101
C -5.8680 -3.4284 -4.9053
C -6.8178 -3.9436 -5.7516
C -4.0041 -3.6868 -3.3228
N -3.8863 -2.3990 -3.0618
C -2.8394 -2.3023 -2.1991
C -2.2993 -3.5419 -1.9178
N -3.0589 -4.4211 -2.6462
C -1.2007 -3.7280 -1.0332
C -0.6186 -4.9601 -0.6845
C 0.4271 -4.9816 0.1987
C 0.9015 -3.7800 0.7349
N 0.3874 -2.6021 0.4167
C -0.6579 -2.5682 -0.4512
C -1.2108 -1.2729 -0.7410
N -0.6376 -0.2070 -0.1246
C -1.1458 1.0013 -0.3232
C -2.2464 1.2279 -1.1522
C -2.8277 0.1667 -1.8005
C -2.3077 -1.1221 -1.5987
H -8.8641 -7.2242 -7.7059
H -8.3088 -7.6441 -6.0707
H -7.1426 -7.5650 -7.4248
H -6.1365 -7.2548 -5.3583
H -4.4681 -6.3443 -3.8659
H -5.7828 -2.3595 -4.7677
H -7.4959 -3.3002 -6.2950
H -2.9531 -5.4190 -2.7014
H -0.9978 -5.8837 -1.1025
H 0.8907 -5.9103 0.4982
H 1.7127 -3.7829 1.4489
H -0.6618 1.8219 0.1871
H -2.6173 2.2365 -1.2684
H -3.6810 0.2902 -2.4547
N 0.1549 3.1014 5.4207
C -0.9193 2.2946 5.5797
O -1.6464 2.3243 6.5471
C -1.1958 1.2889 4.4844
C -2.4278 0.6468 4.4941
C -2.6983 -0.2987 3.5209
C -1.7358 -0.5669 2.5675
N -0.5455 0.0456 2.5492
C -0.2803 0.9414 3.5106
H 0.3168 3.7926 6.1351
H 0.6739 3.1815 4.5626
H -3.1363 0.8926 5.2744
H -3.6391 -0.8296 3.4961
H -1.9189 -1.3078 1.8008
H 0.7117 1.3706 3.5009
O 1.7064 1.1124 1.2128
Si 2.3238 2.6993 1.3552
C 3.7245 2.9276 0.1505
C 3.5128 3.2634 -1.1930
C 4.5712 3.3701 -2.0818
C 5.8694 3.1384 -1.6436
C 6.1061 2.8301 -0.3116
C 5.0425 2.7370 0.5770
C 2.9121 2.8892 3.1088
C 3.1058 4.1963 3.5768
C 3.5760 4.4311 4.8605
C 3.8519 3.3626 5.7047
C 3.6565 2.0620 5.2636
C 3.1939 1.8307 3.9754
C 0.9564 3.9255 1.0202
C -0.3262 3.8037 1.5678
C -1.2768 4.8022 1.4232
C -0.9591 5.9647 0.7332
C 0.3115 6.1224 0.2019
C 1.2577 5.1158 0.3461
H 2.5099 3.4665 -1.5491
H 4.3894 3.6470 -3.1124
H 6.6976 3.2251 -2.3347
H 7.1196 2.6864 0.0395
H 5.2458 2.5401 1.6244
H 2.8881 5.0435 2.9347
H 3.7265 5.4464 5.2034
H 4.2135 3.5455 6.7080
H 3.8573 1.2286 5.9242
H 3.0294 0.8087 3.6553
H -0.5968 2.9195 2.1345
H -2.2590 4.6821 1.8624
H -1.6955 6.7496 0.6231
H 0.5714 7.0333 -0.3210
H 2.2476 5.2746 -0.0630
Br 1.6568 -1.7153 3.2735
*
```

For the HOMO energy, the calculation gives -11.813 eV. Its gap between HOMO and LUMO is 0.2079 Ha. The value obtained for the LUMO energy is -6.2 eV. As for the molecular weight: 1067.7 g/mol.

Which is most stable, and by how much? ii, by 149.1 kJ/mol.